[1]
Below is C27H26N5O5S4W as an isolated structure, with properties calculated with wB97M-V/def2-TZVPD.

Properties
Multiplicity ... 1
Relative energy (zero: lowest compared OMol25 entry of this formula, charge and spin) ... 0.909 eV
HOMO (spin up / spin down) ... -10.1905 / -10.2863 eV
Electronic energy ... -91270.75462 eV
Charge ... +1
HOMO-LUMO gap (spin up / spin down) ... 0.195 / 0.199 Eh

```
68
Properties=species:S:1:pos:R:3:forces:R:3:lowdin_charge:R:1
W -0.776831 -0.838475 -0.923725 0.153 0.137 0.378 1.703
C 0.988283 1.602986 3.992347 0.018 0.004 0.042 -0.057
C 1.631564 0.372468 4.010658 -0.023 0.010 -0.010 -0.051
C 1.523539 -0.492947 2.936821 0.035 -0.062 0.019 -0.018
C 0.771561 -0.124471 1.824140 -0.057 0.111 0.005 -0.258
C 0.136341 1.111792 1.800215 0.063 -0.014 0.048 -0.087
C 0.244907 1.970790 2.882651 -0.032 0.034 -0.048 -0.056
N 0.637445 -1.028777 0.710481 -0.720 -0.135 -0.563 -0.110
N 1.406696 -2.032248 0.777909 0.192 -0.681 -0.447 0.088
C 1.239729 -2.932585 -0.245036 -0.081 0.756 0.745 -0.350
C 2.027830 -4.071073 -0.295910 0.121 -0.620 -0.388 0.003
C 1.824352 -4.955833 -1.336212 0.284 0.099 0.405 -0.034
C 0.837479 -4.674286 -2.278040 -0.232 0.206 -0.076 -0.025
C 0.084755 -3.529813 -2.155076 0.006 -0.316 -0.267 -0.131
N 0.279847 -2.659495 -1.147678 -0.196 0.661 0.113 -0.095
H 1.067736 2.270986 4.839876 0.000 -0.007 -0.015 0.113
H 2.216588 0.078818 4.871746 -0.003 -0.005 -0.009 0.114
H 2.015681 -1.453075 2.958583 -0.013 0.015 -0.020 0.112
H -0.413487 1.445851 0.932972 -0.012 0.039 -0.028 0.073
H -0.255294 2.930346 2.849829 0.014 -0.016 0.003 0.118
H 2.766169 -4.231273 0.476661 -0.016 0.008 0.000 0.129
H 2.418065 -5.856337 -1.416091 -0.005 0.015 0.007 0.120
H 0.649253 -5.341284 -3.106671 -0.011 0.003 0.001 0.121
H -0.690832 -3.272427 -2.860080 0.018 -0.028 -0.019 0.106
C 3.716375 1.736464 -0.344665 0.001 -0.026 0.033 -0.499
C 2.282641 2.240767 -0.377949 -0.008 -0.037 0.041 -0.474
S 1.051117 1.374294 -1.397798 0.023 0.106 -0.037 0.876
C 1.841707 1.375398 -3.028584 -0.009 -0.039 -0.060 -0.475
C 2.968957 0.384774 -3.354837 -0.055 0.011 0.030 -0.485
S 2.731516 -1.287790 -2.711931 0.019 0.017 -0.009 0.865
C 4.359935 -1.676885 -2.027903 0.014 0.041 0.054 -0.516
C 4.998314 -0.658129 -1.079803 -0.039 -0.047 -0.005 -0.516
S 3.921184 0.020554 0.215689 0.040 0.025 -0.047 0.888
H 4.262617 2.390799 0.336640 0.006 -0.002 0.013 0.083
H 4.187420 1.843183 -1.317288 0.005 0.008 -0.039 0.059
H 2.281205 3.272771 -0.735749 -0.016 -0.002 -0.015 0.091
H 1.863152 2.256294 0.624719 0.001 -0.010 0.008 0.051
H 2.210962 2.393996 -3.165433 -0.006 0.012 0.017 0.095
H 1.021608 1.262867 -3.732111 0.006 -0.026 0.006 0.031
H 3.919913 0.749568 -2.982038 0.024 0.023 0.019 0.049
H 3.055043 0.347393 -4.440843 -0.006 -0.004 -0.024 0.085
H 5.066222 -1.896330 -2.830167 0.004 0.007 -0.017 0.083
H 4.185200 -2.615026 -1.497637 -0.011 0.001 -0.005 0.055
H 5.428691 0.177285 -1.628578 0.007 0.029 -0.014 0.067
H 5.837490 -1.145374 -0.582278 -0.007 -0.006 0.013 0.076
S -1.443449 0.355773 -5.316335 0.106 -0.121 0.212 0.771
C -0.955292 -0.194926 -3.930645 -0.172 0.066 -0.331 -0.894
N -0.547085 -0.597540 -2.879580 0.072 -0.202 0.362 -0.166
O -1.977899 -0.500145 0.806497 0.345 -0.066 0.185 -0.115
C -2.525653 0.530896 0.287331 -0.368 0.257 0.157 -0.575
O -2.016870 0.879369 -0.837062 0.174 -0.144 -0.202 -0.138
C -3.606292 1.250553 0.925305 0.128 -0.093 -0.029 -0.137
C -4.150051 2.361230 0.286750 -0.030 0.069 -0.063 0.014
C -5.193092 3.078147 0.863922 -0.005 0.061 -0.091 0.043
C -5.646936 2.629378 2.081894 -0.051 0.021 0.045 -0.197
O -6.643895 3.141892 2.828767 -0.013 0.025 0.004 0.065
C -6.710657 2.357586 4.029558 0.071 -0.050 -0.055 -0.091
O -5.754385 1.303483 3.896495 -0.031 0.029 0.023 0.052
C -5.102671 1.518520 2.721672 0.008 -0.068 0.051 -0.194
C -4.081851 0.801999 2.174721 0.024 -0.080 0.090 0.100
H -3.751896 2.657670 -0.674015 -0.005 0.010 0.012 0.128
H -5.634033 3.939710 0.382725 0.014 -0.023 0.011 0.131
H -7.708900 1.937603 4.130631 -0.028 -0.020 -0.026 0.143
H -6.451997 2.984284 4.882285 0.027 0.029 0.013 0.142
H -3.657361 -0.066542 2.659082 -0.006 0.027 -0.005 0.142
O -4.508747 -2.815618 -0.947885 -0.025 0.064 0.112 0.178
C -3.435615 -2.393800 -1.102509 0.213 -0.138 -0.309 -0.384
N -2.318020 -1.996037 -1.311427 0.058 0.052 -0.005 -0.041
```
Forces are in eV/Å.

[2]
Below is one molecule with the formula C27H26N6O4, with properties calculated with wB97M-V/def2-TZVPD.

Properties
Multiplicity ... 1
Relative energy (zero: lowest compared OMol25 entry of this formula, charge and spin) ... 2.087 eV
HOMO ... -7.9509 eV
SMILES ... Cc1ccc2cc(CN(Cc3ccc4c(c3)OCO4)Cc3nnnn3Cc3ccco3)c(=O)[nH]c2c1C
Electronic energy ... -45550.47998 eV
HOMO-LUMO gap ... 0.309 Eh

```
63
Properties=species:S:1:pos:R:3:forces:R:3:lowdin_charge:R:1
C 4.510203 -2.509647 -3.564961 -0.036 -0.008 0.033 -0.048
C 3.175154 -1.866921 -3.329597 -0.212 0.060 0.038 -0.222
C 2.272293 -2.381082 -2.408324 -0.034 0.004 -0.026 -0.160
C 1.039158 -1.730689 -2.234982 0.217 0.488 -0.518 -0.144
N 0.102261 -2.218592 -1.361721 0.130 -0.337 0.221 0.202
C -1.095387 -1.627903 -1.052622 0.048 -0.252 -0.140 -0.418
O -1.846140 -2.165907 -0.246566 -0.247 0.102 0.023 0.057
C -1.368862 -0.367181 -1.728714 -0.062 0.264 -0.475 -0.123
C -0.503011 0.104490 -2.653650 -0.465 -0.311 0.251 0.033
C 0.724418 -0.559034 -2.946396 0.346 -0.292 0.029 -0.153
C 1.653198 -0.066626 -3.868563 -0.051 -0.138 0.152 -0.021
C 2.845304 -0.717233 -4.056717 0.014 0.097 -0.070 -0.045
H 3.557464 -0.330313 -4.770686 0.074 0.032 -0.064 0.106
H 1.421621 0.832288 -4.419711 -0.026 0.111 -0.064 0.113
H -0.715217 1.027434 -3.175728 -0.060 0.140 -0.038 0.128
C -2.571939 0.396383 -1.244571 -0.095 -0.171 0.018 -0.122
N -2.277266 1.305262 -0.142511 -0.028 0.048 -0.009 -0.126
C -1.770175 0.644580 1.038115 -0.381 0.121 0.236 -0.099
C -0.347443 0.187302 0.996755 0.367 -0.494 0.626 -0.259
N 0.624362 0.587683 0.205751 -0.649 0.506 -0.112 0.087
N 1.701243 -0.114498 0.531883 0.869 0.030 -0.303 -0.013
N 1.457623 -0.912605 1.482216 0.268 -0.919 0.929 0.055
N 0.173061 -0.756305 1.824153 -0.088 1.211 -0.930 -0.049
C -0.423125 -1.548307 2.869560 -0.212 -0.554 0.140 -0.032
C -0.830048 -2.889376 2.347321 0.830 -0.276 -0.102 -0.282
C -0.091150 -3.882242 1.772140 -0.220 0.503 0.418 -0.045
C -1.011976 -4.900364 1.428739 -0.513 0.052 0.115 -0.061
C -2.231605 -4.445700 1.824116 0.318 -0.768 -0.449 -0.119
O -2.129064 -3.234141 2.384181 -0.193 0.464 0.284 0.046
H -3.210276 -4.877170 1.761537 -0.177 0.040 0.038 0.123
H -0.793374 -5.834672 0.953491 -0.046 -0.218 -0.085 0.101
H 0.970207 -3.878593 1.623500 0.240 0.058 0.012 0.103
H 0.334315 -1.656313 3.652989 -0.212 0.101 -0.084 0.138
H -1.296971 -1.027536 3.264806 0.149 0.002 0.011 0.139
H -1.876186 1.339005 1.882429 0.009 -0.143 -0.015 0.136
H -2.400068 -0.231134 1.222999 0.057 0.094 0.061 0.130
C -1.520084 2.487930 -0.540540 0.017 0.071 -0.093 -0.160
C -1.428858 3.462419 0.602606 -0.063 0.088 -0.047 -0.225
C -2.584646 4.040917 1.107850 0.101 -0.080 -0.083 -0.040
C -2.556667 4.932903 2.176202 0.173 0.174 0.235 0.012
C -1.326090 5.222290 2.713895 0.469 -0.307 -0.266 -0.206
C -0.159680 4.642108 2.214780 -0.569 0.236 0.178 -0.192
C -0.183929 3.758744 1.163747 0.120 0.184 0.188 0.054
H 0.719367 3.306981 0.788300 0.136 -0.091 -0.076 0.121
O 0.916343 5.095636 2.934366 -0.017 -0.337 -0.382 0.035
C 0.393317 5.993935 3.887630 0.687 0.657 0.839 -0.163
O -1.010248 6.056355 3.756760 -0.466 -0.134 -0.204 0.031
H 0.823610 6.996065 3.725803 -0.134 -0.237 -0.041 0.139
H 0.654011 5.649311 4.901334 -0.102 0.010 -0.254 0.139
H -3.454730 5.381597 2.566110 -0.132 0.067 0.049 0.117
H -3.531569 3.781825 0.660959 -0.130 -0.047 -0.067 0.116
H -0.510081 2.231935 -0.886182 -0.180 0.159 -0.055 0.098
H -2.072905 2.949263 -1.364987 0.051 -0.022 -0.024 0.129
H -3.318923 -0.317454 -0.884537 0.025 0.090 -0.151 0.127
H -3.003667 0.989918 -2.053153 0.008 -0.038 0.002 0.127
H 0.304420 -3.069756 -0.850896 -0.141 0.138 0.002 0.129
C 2.573553 -3.588911 -1.566476 -0.028 0.173 -0.114 -0.026
H 2.560600 -3.312104 -0.511621 -0.001 -0.061 0.147 0.080
H 1.834217 -4.373826 -1.732443 -0.027 -0.127 0.048 0.090
H 3.551439 -3.997135 -1.793229 0.043 -0.078 0.024 0.068
H 5.055617 -1.974303 -4.337621 0.051 0.003 -0.031 0.074
H 4.394510 -3.544649 -3.884348 0.078 -0.080 -0.004 0.085
H 5.108472 -2.496340 -2.654973 0.106 -0.061 0.030 0.088
```
Forces are in eV/Å.

Q: What is the relative energy (zero: lowest compared OMol25 entry of this formula, charge and spin) in the first record?
A: 0.909 eV

Q: Number 1 is which compound?
A: C27H26N5O5S4W